Entry from OMol25: a structure of composition CH2INS2 (ωB97M-V with the def2-TZVPD basis set).

Positions of all 7 atoms, in Å:
C  0.561  0.718  -0.098
N  -1.005  -1.347  0.135
S  -0.451  1.904  -0.311
S  1.992  0.081  0.338
I  -2.616  -0.397  -0.267
H  -1.104  -2.155  -0.505
H  2.622  1.197  0.707

Cartesian forces (eV/Å) of the 6 atoms listed first:
-1.8 0.8 -0.4
1.1 -1.0 0.3
1.1 -0.7 0.1
0.2 -0.7 0.1
-1.8 0.8 -0.2
0.7 0.4 0.1

Summary:
Kohn-Sham gap (spin up / spin down) (Ha): 0.2401 / 0.2899
2S+1: 1
Charge: 0
HOMO (spin up / spin down) (eV): -7.48 / -8.54

---

Entry from OMol25: a cluster of 2 separate species, CH2IO2S in total (ωB97M-V with the def2-TZVPD basis set).

Positions of all 7 atoms, in Å:
C  0.843  -1.446  0.355
O  0.482  2.412  -1.177
O  -1.845  2.274  -0.571
S  -0.638  1.502  -0.819
I  0.693  -2.369  2.287
H  0.303  -0.443  0.287
H  0.162  -1.930  -0.363

Cartesian forces (eV/Å) of the 6 atoms listed first:
-0.6 1.5 -1.4
-1.3 -2.0 0.7
-0.1 -0.9 0.3
1.3 2.9 -1.1
-0.3 0.1 0.0
0.9 -0.5 1.2

Summary:
Kohn-Sham gap (spin up / spin down) (Ha): 0.1464 / 0.1929
2S+1: 1
Charge: -1
HOMO (spin up / spin down) (eV): -2.17 / -2.87

---

Entry from OMol25: a cluster of 2 separate species, CH2IO3S in total (ωB97M-V with the def2-TZVPD basis set).

Positions of all 8 atoms, in Å:
C  -1.249  -0.830  1.005
O  1.752  -0.509  -0.355
O  0.344  1.041  -1.805
O  1.771  2.001  0.108
S  1.096  0.804  -0.536
I  -2.151  -1.081  -0.854
H  -0.544  -1.595  1.170
H  -1.019  0.170  1.266

Cartesian forces (eV/Å) of the 6 atoms listed first:
-0.7 -0.1 -1.2
0.4 0.8 -0.8
1.6 -0.1 0.8
-0.5 -1.8 -1.6
-1.5 1.0 1.6
-0.1 0.0 0.5

Summary:
Kohn-Sham gap (spin up / spin down) (Ha): 0.2853 / 0.2183
2S+1: 1
Charge: -1
HOMO (spin up / spin down) (eV): -4.84 / -3.05

---

Entry from OMol25: a structure of composition CH2IOP (ωB97M-V with the def2-TZVPD basis set).

Positions of all 6 atoms, in Å:
C  0.318  -1.058  0.226
O  -0.403  -1.786  0.855
P  -0.336  1.021  1.046
I  0.913  2.843  0.305
H  -1.372  0.864  0.191
H  0.904  -1.435  -0.625

Forces on the atoms, in the same order (eV/Å):
-2.7 1.1 2.0
1.2 0.5 -0.9
1.5 -3.4 1.1
0.5 1.0 -0.8
-1.0 0.3 -1.3
0.5 0.5 -0.1

Summary:
Kohn-Sham gap (Ha): 0.3189
2S+1: 1
Charge: 0
HOMO (eV): -8.70

---

Entry from OMol25: a cluster of 2 separate species, CH2IOP in total (ωB97M-V with the def2-TZVPD basis set).

Positions of all 6 atoms, in Å:
C  -0.609  0.805  0.275
O  -0.112  1.770  -0.197
P  0.367  -0.795  0.693
I  2.541  -0.489  -0.307
H  -1.639  0.731  0.277
H  -0.547  -2.021  -0.740

Forces on the atoms, in the same order (eV/Å):
2.5 -1.3 -1.5
0.8 1.3 0.0
-1.6 -1.9 -1.5
-0.3 0.2 0.0
-2.8 -0.5 0.8
1.4 2.2 2.2

Summary:
Kohn-Sham gap (Ha): 0.2941
2S+1: 1
Charge: 0
HOMO (eV): -9.17

---

Entry from OMol25: a structure of composition CH2LiOPd (ωB97M-V with the def2-TZVPD basis set).

Positions of all 6 atoms, in Å:
C  0.100  -0.337  -0.457
O  1.171  -0.080  0.091
H  -0.305  -0.706  -1.398
Pd  -0.821  -1.066  1.061
Li  0.281  1.308  1.019
H  -0.425  0.880  -0.316

Forces on the atoms, in the same order (eV/Å):
-2.9 4.1 -1.1
4.2 -1.0 0.7
1.0 -0.3 -0.5
-1.6 -1.2 1.7
0.9 0.4 0.5
-1.7 -2.1 -1.4

Summary:
Kohn-Sham gap (spin up / spin down) (Ha): 0.2816 / 0.2704
2S+1: 3
Charge: +1
<S²>: 2.012
HOMO (spin up / spin down) (eV): -12.72 / -15.03

---

Entry from OMol25: a cluster of 2 separate species, CH2N2O in total (ωB97M-V with the def2-TZVPD basis set).

Positions of all 6 atoms, in Å:
C  0.215  0.090  0.568
N  1.051  0.181  -2.183
N  1.619  0.938  -1.605
O  -0.584  -0.529  -0.223
H  -0.252  0.123  1.569
H  -0.214  -0.562  -1.154

Forces on the atoms, in the same order (eV/Å):
0.6 0.4 0.0
1.5 1.8 0.8
-1.1 -1.6 -1.4
-0.4 -0.3 -0.2
-0.4 -0.3 -0.1
-0.2 0.0 0.9

Summary:
Kohn-Sham gap (Ha): 0.3453
2S+1: 1
Charge: 0
HOMO (eV): -8.67

---

Entry from OMol25: a cluster of 2 separate species, CH2N2O2 in total (ωB97M-V with the def2-TZVPD basis set).

Positions of all 7 atoms, in Å:
C  -0.407  0.897  -0.039
N  -2.929  -0.835  -0.348
N  -0.765  -0.298  0.149
O  -1.030  1.909  -0.122
O  -3.624  -0.163  0.250
H  0.772  1.067  0.119
H  -0.079  -1.097  0.459

Cartesian forces (eV/Å) of the 6 atoms listed first:
3.9 2.5 1.4
-0.6 2.2 1.9
-0.1 -6.3 0.9
-1.8 1.9 -1.1
1.7 -1.8 -1.6
-1.3 -0.8 -0.4

Summary:
Kohn-Sham gap (spin up / spin down) (Ha): 0.2890 / 0.2571
2S+1: 1
Charge: 0
HOMO (spin up / spin down) (eV): -9.25 / -8.89

---

Entry from OMol25: a cluster of 2 separate species, CH2N2O2 in total (ωB97M-V with the def2-TZVPD basis set).

Positions of all 7 atoms, in Å:
O  1.114  -1.197  1.448
C  0.837  -0.798  0.323
O  -0.366  -0.590  -0.150
H  1.673  -0.348  -0.244
H  -1.035  -0.659  0.624
N  -1.657  1.816  -1.063
N  -0.566  1.776  -0.937

Cartesian forces (eV/Å) of the 6 atoms listed first:
-1.0 0.1 -1.6
2.3 0.6 3.0
-2.1 -0.5 1.2
-0.7 -0.5 -0.8
1.5 -0.2 -1.6
1.6 0.1 0.1

Summary:
SMILES: O=CO.N#N
Kohn-Sham gap (Ha): 0.4266
2S+1: 1
Charge: 0
HOMO (eV): -10.83

---

Entry from OMol25: a structure of composition CH2N2O2 (ωB97M-V with the def2-TZVPD basis set).

Positions of all 7 atoms, in Å:
C  1.018  -0.891  1.015
N  -1.200  1.330  -1.191
N  0.149  0.645  0.457
O  1.713  -0.808  1.941
O  -0.494  0.421  -0.539
H  0.432  -1.590  0.385
H  -1.617  0.892  -2.068

Cartesian forces (eV/Å) of the 6 atoms listed first:
-3.1 3.2 -1.2
-0.2 0.8 0.1
2.8 0.1 3.6
0.1 -0.5 -0.6
-1.6 -2.4 -3.9
1.0 -0.7 0.4

Summary:
Kohn-Sham gap (spin up / spin down) (Ha): 0.3199 / 0.3194
2S+1: 1
Charge: 0
HOMO (spin up / spin down) (eV): -9.42 / -9.40

---

Entry from OMol25: an isolated molecule of CH2N2O2 (ωB97M-V with the def2-TZVPD basis set).

Positions of all 7 atoms, in Å:
C  -0.969  -0.632  0.139
N  -0.531  0.509  -0.117
N  0.975  0.735  -0.188
O  1.315  1.696  -0.730
O  1.544  -0.069  0.439
H  -1.983  -0.662  0.194
H  -0.351  -1.576  0.263

Cartesian forces (eV/Å) of the 6 atoms listed first:
3.8 -1.4 -0.2
-0.2 2.2 -0.8
-4.3 -2.2 1.0
1.1 2.5 -1.7
3.0 -1.9 1.4
-2.9 -0.4 0.3

Summary:
SMILES: C=N[N+](=O)[O-]
Kohn-Sham gap (Ha): 0.3879
2S+1: 1
Charge: 0
HOMO (eV): -10.67

---

Entry from OMol25: an isolated molecule of CH2N2O2S (ωB97M-V with the def2-TZVPD basis set).

Positions of all 8 atoms, in Å:
C  0.335  0.044  0.139
N  1.635  -0.485  -0.310
N  -0.790  -0.082  -0.559
O  1.408  -1.205  -1.289
O  -0.688  1.406  1.976
S  0.639  0.965  1.507
H  -0.760  -0.912  -1.219
H  -1.779  0.269  -0.245

Cartesian forces (eV/Å) of the 6 atoms listed first:
2.0 1.4 1.1
-2.9 -0.9 -1.5
-2.3 -1.2 -0.5
1.2 0.6 1.0
-0.2 0.6 0.5
-0.8 -1.1 -1.1

Summary:
Kohn-Sham gap (spin up / spin down) (Ha): 0.2762 / 0.2668
2S+1: 1
Charge: 0
HOMO (spin up / spin down) (eV): -9.00 / -8.85

---

Entry from OMol25: a cluster of 2 separate species, CH2N2O2S3 in total (ωB97M-V with the def2-TZVPD basis set).

Positions of all 10 atoms, in Å:
C  -0.507  -0.755  -1.107
N  -1.214  -0.706  -0.097
N  0.762  -0.250  -1.379
O  -1.428  1.372  2.245
O  0.754  1.492  0.955
S  -1.236  -1.649  -2.510
S  0.653  -0.230  3.173
S  -0.263  0.695  1.618
H  1.165  0.490  -0.795
H  1.311  -0.457  -2.103

Cartesian forces (eV/Å) of the 6 atoms listed first:
1.9 -0.6 -3.4
-0.7 1.4 3.4
-1.7 2.2 4.5
0.7 -0.1 -1.5
0.2 1.1 -0.9
0.2 0.1 0.3

Summary:
Kohn-Sham gap (spin up / spin down) (Ha): 0.2188 / 0.2213
2S+1: 1
Charge: -2
HOMO (spin up / spin down) (eV): -0.22 / -0.30

---

Entry from OMol25: a structure of composition CH2N2O2Si (ωB97M-V with the def2-TZVPD basis set).

Positions of all 8 atoms, in Å:
C  1.594  0.726  -0.196
N  2.423  1.502  -0.369
N  -1.347  0.165  -0.158
O  -1.445  0.532  -1.320
O  -2.268  0.286  0.620
Si  0.312  -0.526  0.421
H  0.348  -0.918  1.869
H  0.383  -1.767  -0.866

Cartesian forces (eV/Å) of the 6 atoms listed first:
-0.9 -0.6 1.1
0.1 0.0 -0.2
-0.4 1.1 -0.6
0.9 -0.5 0.2
0.0 -0.5 1.0
0.3 -1.9 -3.4

Summary:
Kohn-Sham gap (Ha): 0.3900
2S+1: 1
Charge: 0
HOMO (eV): -11.41

---

Entry from OMol25: a cluster of 2 separate species, CH2N2O3 in total (ωB97M-V with the def2-TZVPD basis set).

Positions of all 8 atoms, in Å:
O  0.560  -0.294  -1.637
N  -0.308  0.503  -1.873
O  -0.193  1.678  -2.096
H  -1.302  0.138  -1.862
C  0.409  -0.374  1.527
N  -0.585  -0.111  1.010
O  -1.620  0.071  0.467
H  1.363  -0.385  1.955

Cartesian forces (eV/Å) of the 6 atoms listed first:
0.5 -0.4 0.1
-1.4 -0.2 -0.2
0.2 0.5 -0.1
0.7 0.1 0.0
-0.7 0.3 -0.3
1.5 -0.6 0.9

Summary:
SMILES: O=[NH+][O-].C#[N+][O-]
Kohn-Sham gap (Ha): 0.4048
2S+1: 1
Charge: 0
HOMO (eV): -10.57

---

Entry from OMol25: a cluster of 2 separate species, CH2N2O3 in total (ωB97M-V with the def2-TZVPD basis set).

Positions of all 8 atoms, in Å:
C  -1.922  -3.677  0.540
N  -1.120  -2.854  0.852
N  1.156  -2.085  0.488
O  -2.745  -4.430  0.224
O  0.416  -0.151  -1.242
O  0.364  -2.781  0.092
H  0.180  -0.308  -0.250
H  -0.122  0.603  -1.511

Cartesian forces (eV/Å) of the 6 atoms listed first:
-0.3 -0.4 -0.7
-0.9 1.9 2.5
-1.3 -0.9 -0.2
-0.9 -1.0 -0.2
-0.6 -0.5 2.6
3.7 0.2 -1.3

Summary:
Kohn-Sham gap (spin up / spin down) (Ha): 0.3080 / 0.3080
2S+1: 1
Charge: 0
HOMO (spin up / spin down) (eV): -9.90 / -9.90

---

Entry from OMol25: a cluster of 2 separate species, CH2N2O3S in total (ωB97M-V with the def2-TZVPD basis set).

Positions of all 9 atoms, in Å:
C  -2.324  -0.426  -0.268
N  0.414  0.077  -0.676
N  -3.068  -0.090  0.546
O  1.896  1.182  1.247
O  -2.010  -1.156  -1.066
O  2.804  -0.645  -0.642
S  1.598  -0.354  0.206
H  -0.417  -0.395  -0.365
H  1.106  1.806  1.018

Cartesian forces (eV/Å) of the 6 atoms listed first:
-4.2 1.8 3.9
1.2 0.7 -0.4
-2.2 3.8 4.5
-1.3 1.3 -1.1
4.8 -5.9 -8.3
-0.1 1.2 0.7

Summary:
Kohn-Sham gap (Ha): 0.2465
2S+1: 1
Charge: -2
HOMO (eV): -0.13

---

Entry from OMol25: a cluster of 2 separate species, CH2N2O3S in total (ωB97M-V with the def2-TZVPD basis set).

Positions of all 9 atoms, in Å:
N  0.696  0.437  -1.504
S  -0.252  0.038  -2.512
O  -0.119  0.324  -3.901
O  -1.538  -0.796  -2.102
H  -1.873  -0.634  -1.215
N  0.936  0.356  1.715
C  -0.100  0.198  1.183
O  -1.116  0.034  0.602
H  1.631  1.077  1.977

Cartesian forces (eV/Å) of the 6 atoms listed first:
-0.5 -0.4 0.2
2.2 1.1 2.2
-1.7 -1.0 -1.1
-0.2 -0.1 -2.4
0.6 0.4 0.9
1.9 0.6 1.3

Summary:
SMILES: N#S(=O)O.N=C=O
Kohn-Sham gap (Ha): 0.3638
2S+1: 1
Charge: 0
HOMO (eV): -10.27

---

Entry from OMol25: an isolated molecule of CH2N2OS (ωB97M-V with the def2-TZVPD basis set).

Positions of all 7 atoms, in Å:
C  1.233  -0.575  -0.738
N  1.543  -1.126  -1.691
N  -0.924  -0.086  0.725
O  0.341  1.838  -0.475
S  0.553  0.654  0.444
H  -0.968  -1.042  1.120
H  -1.778  0.337  0.616

Cartesian forces (eV/Å) of the 6 atoms listed first:
-0.8 0.7 0.7
0.4 -0.6 -0.5
2.3 -2.3 0.7
0.0 -2.2 2.1
-0.3 1.8 -1.8
0.4 1.1 -0.4

Summary:
Kohn-Sham gap (Ha): 0.3885
2S+1: 1
Charge: 0
HOMO (eV): -10.34

---

Entry from OMol25: an isolated molecule of CH2N2OS2 (ωB97M-V with the def2-TZVPD basis set).

Positions of all 8 atoms, in Å:
O  -3.034  0.678  0.071
N  -1.963  0.121  0.015
N  -0.922  0.894  0.030
C  0.428  0.073  0.076
S  1.825  0.797  0.010
S  0.021  -1.588  0.085
H  -0.729  1.829  -0.341
H  1.262  -1.746  0.423

Cartesian forces (eV/Å) of the 6 atoms listed first:
-0.1 -0.1 -0.5
-1.7 0.4 0.4
5.6 -1.4 -0.2
-4.5 1.7 -0.6
1.0 0.8 0.1
-0.6 -0.3 0.2

Summary:
SMILES: O=NNC(=S)S
Kohn-Sham gap (Ha): 0.3291
2S+1: 1
Charge: 0
HOMO (eV): -9.70